(A)
Computed, not measured: a cluster of 14 separate species, C56H98N14 in total, with the ωB97M-V functional and the def2-TZVPD basis.

Element x y z (Å)
C  -2.166  4.494  3.932
C  -1.727  3.229  4.660
C  -2.119  3.194  6.168
C  -3.554  3.378  6.423
N  -4.677  3.524  6.676
H  -1.484  4.665  3.099
H  -2.053  5.384  4.551
H  -3.179  4.495  3.528
H  -0.640  3.203  4.587
H  -2.232  2.405  4.157
H  -1.680  4.081  6.624
H  -1.711  2.314  6.666
C  -4.760  -0.237  -2.503
C  -5.283  -1.303  -3.421
C  -5.212  -0.993  -4.882
C  -3.957  -0.432  -5.401
N  -2.882  -0.072  -5.764
H  -3.678  -0.108  -2.496
H  -5.096  -0.248  -1.466
H  -5.073  0.747  -2.852
H  -6.318  -1.508  -3.143
H  -4.725  -2.192  -3.126
H  -5.996  -0.272  -5.112
H  -5.379  -1.941  -5.394
C  4.099  -2.731  6.091
C  3.845  -1.552  5.131
C  2.994  -1.893  3.852
C  1.828  -2.734  4.124
N  0.904  -3.325  4.425
H  4.718  -3.504  5.636
H  3.223  -3.304  6.396
H  4.627  -2.358  6.968
H  4.784  -1.035  4.930
H  3.225  -0.822  5.651
H  3.619  -2.467  3.168
H  2.655  -1.045  3.257
C  -4.715  -5.272  -0.510
C  -3.520  -4.484  0.009
C  -3.798  -3.046  0.270
C  -4.829  -2.877  1.284
N  -5.580  -2.728  2.120
H  -5.335  -5.405  0.377
H  -4.366  -6.263  -0.802
H  -5.321  -4.744  -1.246
H  -2.716  -4.525  -0.726
H  -3.150  -4.983  0.904
H  -4.061  -2.513  -0.644
H  -2.875  -2.567  0.596
C  0.246  5.317  0.071
C  0.007  6.444  1.101
C  0.737  7.729  0.913
C  0.100  8.547  -0.092
N  -0.401  9.233  -0.880
H  1.255  4.923  0.192
H  0.197  5.738  -0.933
H  -0.500  4.523  0.062
H  0.248  6.101  2.108
H  -1.048  6.698  1.199
H  1.784  7.527  0.686
H  0.719  8.314  1.833
C  5.804  -1.537  0.106
C  5.825  -2.843  -0.715
C  6.997  -3.775  -0.483
C  8.230  -2.989  -0.393
N  9.179  -2.420  -0.321
H  5.708  -1.719  1.176
H  4.932  -0.977  -0.235
H  6.690  -0.923  -0.053
H  5.785  -2.545  -1.762
H  4.837  -3.284  -0.583
H  7.098  -4.469  -1.318
H  6.824  -4.285  0.464
C  -2.625  -5.289  -4.477
C  -2.267  -4.105  -5.423
C  -1.127  -3.193  -4.928
C  -1.559  -2.634  -3.636
N  -1.869  -2.171  -2.612
H  -3.378  -5.951  -4.904
H  -3.129  -4.961  -3.568
H  -1.757  -5.875  -4.172
H  -3.153  -3.488  -5.571
H  -1.950  -4.561  -6.360
H  -1.001  -2.384  -5.647
H  -0.136  -3.595  -4.722
C  4.698  1.174  -3.226
C  4.554  1.467  -1.743
C  3.708  2.752  -1.498
C  2.381  2.630  -2.049
N  1.318  2.560  -2.507
H  3.714  0.944  -3.635
H  5.397  0.352  -3.380
H  5.078  2.055  -3.742
H  5.523  1.618  -1.268
H  4.157  0.638  -1.158
H  3.988  3.695  -1.967
H  3.663  2.957  -0.429
C  -1.504  4.993  -3.881
C  -2.391  3.840  -4.311
C  -2.497  2.636  -3.361
C  -3.159  2.872  -2.040
N  -3.683  3.044  -1.029
H  -1.884  5.455  -2.970
H  -1.438  5.736  -4.676
H  -0.472  4.653  -3.794
H  -2.112  3.427  -5.280
H  -3.415  4.142  -4.532
H  -1.506  2.213  -3.194
H  -3.045  1.834  -3.856
C  3.480  4.392  2.666
C  2.309  3.402  2.749
C  2.749  1.989  3.301
C  3.657  1.953  4.426
N  4.415  1.885  5.298
H  4.301  3.994  2.070
H  3.845  4.683  3.651
H  3.050  5.258  2.164
H  1.861  3.304  1.760
H  1.574  3.746  3.477
H  3.380  1.464  2.584
H  1.888  1.333  3.427
C  3.320  -4.797  1.261
C  2.410  -5.743  0.455
C  0.950  -5.843  1.034
C  0.189  -4.615  1.156
N  -0.423  -3.640  1.247
H  2.978  -3.763  1.229
H  4.393  -4.852  1.075
H  3.201  -5.079  2.307
H  2.873  -6.730  0.433
H  2.405  -5.440  -0.592
H  0.975  -6.335  2.006
H  0.322  -6.517  0.451
C  2.098  -2.004  -2.485
C  2.669  -2.423  -3.865
C  2.811  -3.981  -3.899
C  1.670  -4.834  -3.445
N  0.770  -5.450  -3.015
H  1.090  -2.409  -2.387
H  2.088  -0.928  -2.314
H  2.709  -2.350  -1.651
H  3.640  -1.979  -4.082
H  1.987  -2.125  -4.662
H  3.690  -4.302  -3.340
H  3.021  -4.325  -4.911
C  -4.744  0.980  2.119
C  -5.468  2.320  2.038
C  -5.925  2.757  3.427
C  -6.299  4.188  3.438
N  -6.626  5.309  3.428
H  -5.348  0.216  2.609
H  -3.792  1.142  2.624
H  -4.505  0.681  1.099
H  -6.370  2.206  1.437
H  -4.831  3.069  1.567
H  -5.113  2.613  4.139
H  -6.807  2.226  3.786
C  -1.166  1.680  1.174
C  -0.872  0.858  -0.076
C  -0.229  -0.490  0.071
C  1.180  -0.414  0.482
N  2.272  -0.368  0.841
H  -0.252  2.066  1.626
H  -1.736  1.053  1.860
H  -1.742  2.564  0.900
H  -0.324  1.514  -0.752
H  -1.793  0.624  -0.610
H  -0.153  -0.978  -0.900
H  -0.747  -1.192  0.725

The orbital gap is 10.690 eV.

Atom charges from the Mulliken analysis, given in e for atoms 1 to 8: -0.51, 0.57, -0.60, 0.25, -0.47, -0.23, 0.44, 0.12

(B)
Computed, not measured: a cluster of 14 separate species, C56H98N14 in total, with the ωB97M-V functional and the def2-TZVPD basis.

Element x y z (Å)
C  -0.313  -4.822  -6.173
C  0.926  -4.135  -5.599
C  1.650  -4.844  -4.445
C  0.886  -4.879  -3.200
N  0.337  -4.902  -2.194
H  -0.521  -4.289  -7.102
H  -1.232  -4.809  -5.586
H  -0.143  -5.879  -6.393
H  0.672  -3.119  -5.287
H  1.669  -3.991  -6.385
H  2.577  -4.311  -4.230
H  1.777  -5.904  -4.682
C  -2.190  -2.690  -3.445
C  -2.247  -1.789  -2.208
C  -3.648  -1.446  -1.729
C  -4.522  -0.790  -2.720
N  -5.248  -0.272  -3.440
H  -2.584  -2.207  -4.337
H  -2.730  -3.611  -3.212
H  -1.163  -3.010  -3.609
H  -1.716  -0.851  -2.388
H  -1.746  -2.296  -1.385
H  -3.546  -0.700  -0.932
H  -4.226  -2.277  -1.319
C  0.638  -2.069  -0.294
C  -0.216  -1.278  0.686
C  0.255  0.159  0.957
C  0.350  0.933  -0.278
N  0.439  1.524  -1.259
H  0.281  -3.098  -0.331
H  1.660  -2.167  0.089
H  0.757  -1.692  -1.311
H  -0.183  -1.754  1.671
H  -1.284  -1.284  0.466
H  1.187  0.284  1.509
H  -0.542  0.672  1.506
C  3.919  0.362  -0.585
C  3.802  1.735  0.068
C  5.097  2.574  -0.008
C  6.339  1.950  0.428
N  7.325  1.461  0.747
H  4.502  0.492  -1.496
H  2.973  -0.155  -0.741
H  4.447  -0.349  0.056
H  3.566  1.670  1.132
H  3.060  2.337  -0.459
H  5.000  3.568  0.427
H  5.320  2.769  -1.067
C  2.182  -6.599  0.485
C  2.342  -5.219  1.124
C  3.531  -4.399  0.664
C  3.692  -4.128  -0.754
N  3.824  -3.916  -1.877
H  1.835  -6.529  -0.545
H  1.526  -7.250  1.064
H  3.141  -7.126  0.514
H  2.410  -5.405  2.200
H  1.386  -4.692  1.092
H  4.457  -4.805  1.070
H  3.376  -3.391  1.069
C  -3.323  5.890  0.385
C  -2.417  5.482  -0.775
C  -1.526  4.286  -0.494
C  -2.268  3.019  -0.447
N  -2.858  2.034  -0.414
H  -2.731  6.060  1.285
H  -3.994  5.053  0.598
H  -3.901  6.761  0.089
H  -1.784  6.317  -1.083
H  -3.025  5.238  -1.650
H  -1.125  4.400  0.519
H  -0.745  4.110  -1.234
C  5.401  -2.923  3.411
C  5.166  -1.473  3.093
C  3.821  -0.922  3.636
C  2.623  -1.508  3.034
N  1.661  -1.965  2.596
H  4.547  -3.532  3.107
H  5.446  -3.072  4.492
H  6.311  -3.270  2.926
H  5.210  -1.277  2.019
H  5.935  -0.816  3.501
H  3.818  0.161  3.517
H  3.778  -1.105  4.711
C  -2.457  -2.718  4.314
C  -3.528  -2.456  5.367
C  -3.876  -3.652  6.273
C  -4.268  -4.788  5.433
N  -4.569  -5.696  4.798
H  -2.855  -3.492  3.651
H  -1.534  -3.091  4.761
H  -2.191  -1.883  3.667
H  -4.450  -2.126  4.886
H  -3.221  -1.613  5.992
H  -4.714  -3.340  6.898
H  -3.098  -3.888  6.998
C  -2.510  1.667  3.605
C  -3.276  2.888  4.071
C  -2.509  4.211  3.917
C  -1.542  4.364  5.008
N  -0.765  4.476  5.845
H  -3.028  0.759  3.915
H  -1.545  1.648  4.121
H  -2.379  1.692  2.522
H  -3.610  2.762  5.102
H  -4.208  3.033  3.515
H  -3.192  5.054  4.011
H  -1.908  4.202  3.007
C  -5.403  -2.248  1.635
C  -4.517  -1.059  1.993
C  -5.225  0.252  1.563
C  -6.492  0.493  2.219
N  -7.511  0.686  2.711
H  -6.345  -2.180  2.178
H  -4.903  -3.179  1.919
H  -5.592  -2.416  0.573
H  -3.565  -1.141  1.470
H  -4.388  -1.032  3.073
H  -5.398  0.195  0.485
H  -4.549  1.103  1.668
C  3.543  -1.237  -5.043
C  2.708  -0.719  -3.899
C  1.656  0.317  -4.302
C  0.465  -0.167  -4.984
N  -0.484  -0.539  -5.514
H  4.205  -2.030  -4.690
H  4.160  -0.437  -5.463
H  3.016  -1.627  -5.918
H  3.356  -0.205  -3.189
H  2.296  -1.546  -3.316
H  2.060  1.144  -4.890
H  1.291  0.801  -3.389
C  2.262  3.910  -4.759
C  3.032  4.024  -3.459
C  2.191  4.526  -2.293
C  1.530  5.810  -2.549
N  1.006  6.815  -2.739
H  1.320  3.375  -4.620
H  2.860  3.441  -5.539
H  1.952  4.887  -5.137
H  3.838  4.742  -3.641
H  3.522  3.077  -3.222
H  2.785  4.584  -1.378
H  1.364  3.859  -2.028
C  0.748  1.709  4.001
C  0.611  2.469  5.310
C  1.913  2.642  6.105
C  2.595  1.381  6.381
N  3.114  0.378  6.596
H  1.562  2.114  3.384
H  -0.111  1.729  3.328
H  0.987  0.648  4.120
H  -0.208  2.005  5.857
H  0.299  3.477  5.029
H  1.629  3.059  7.075
H  2.544  3.421  5.681
C  -1.625  4.355  -4.287
C  -1.415  2.855  -4.087
C  -2.668  1.986  -4.195
C  -3.367  2.257  -5.464
N  -3.919  2.501  -6.436
H  -1.943  4.572  -5.311
H  -0.775  4.974  -4.012
H  -2.518  4.647  -3.725
H  -1.033  2.763  -3.062
H  -0.651  2.379  -4.704
H  -3.337  2.137  -3.349
H  -2.381  0.936  -4.280

The orbital gap is 10.716 eV.

Atom charges from the Mulliken analysis, given in e for atoms 1 to 8: -1.39, 0.36, -0.32, 0.25, -0.50, 0.39, 0.25, 0.37

(A) is the most stable structure; the next one sits 9.6 kJ/mol above it.

(A)
Computed, not measured: a cluster of 4 separate species, C4H12NO3 in total, with the ωB97M-V functional and the def2-TZVPD basis.

Element x y z (Å)
O  1.680  2.206  -1.150
C  2.043  1.014  -0.567
C  1.384  -0.114  -1.323
N  0.333  -0.706  -0.531
C  -3.043  -0.866  0.297
C  -3.895  0.113  0.165
O  2.678  0.980  0.462
H  2.004  2.911  -0.515
H  0.940  0.415  -2.183
H  2.124  -0.898  -1.640
H  0.567  -0.902  0.478
H  -0.564  -0.052  -0.386
H  -2.709  -1.068  1.336
H  -2.680  -1.570  -0.452
H  -4.244  0.747  0.927
H  -4.201  0.437  -0.772
H  -1.642  0.923  0.062
H  3.570  -1.597  2.408
H  2.742  -0.508  1.710
O  2.914  -1.464  1.675

As for the net charge: +1. The orbital gap is 5.140 eV.

Atom charges from the Mulliken analysis, given in e for atoms 1 to 8: -0.47, 0.70, -0.44, -0.19, -0.72, -0.24, -0.57, 0.37

(B)
Computed, not measured: a cluster of 2 separate species, C4H12NO3 in total, with the ωB97M-V functional and the def2-TZVPD basis.

Element x y z (Å)
O  3.155  -0.420  0.666
C  2.143  -0.066  1.185
C  0.791  -0.325  0.538
C  0.852  -0.339  -0.986
C  -0.445  -0.837  -1.584
O  1.115  1.014  -1.292
N  -0.153  0.796  0.973
H  2.175  0.420  2.177
H  0.408  -1.239  1.002
H  1.729  -0.952  -1.219
H  -0.422  -0.955  -2.667
H  -1.272  -0.143  -1.389
H  -0.722  -1.823  -1.202
H  1.485  1.121  -2.184
H  -1.111  0.494  1.249
H  0.266  1.349  1.724
H  -0.233  1.427  0.167
H  -3.606  0.868  0.961
H  -3.279  -0.632  0.903
O  -2.876  0.240  0.977

As for the net charge: +1. The orbital gap is 10.956 eV.

Atom charges from the Mulliken analysis, given in e for atoms 1 to 8: -0.38, -0.17, 0.04, -0.02, -1.16, -0.62, -0.18, 0.31

(C)
Computed, not measured: a structure of composition C4H12NO3, with the ωB97M-V functional and the def2-TZVPD basis.

Element x y z (Å)
C  1.974  0.608  0.874
C  -2.362  0.440  -0.608
C  1.355  -0.485  -0.020
C  -0.120  -0.771  0.183
N  -0.970  0.844  -0.171
O  1.456  -0.268  -1.406
O  -0.700  -1.662  -0.690
O  -0.385  -0.999  1.476
H  2.074  1.653  0.613
H  2.989  0.393  0.947
H  1.433  0.553  1.915
H  -2.224  -0.273  -1.281
H  -2.913  0.102  0.355
H  -3.040  1.291  -0.841
H  1.931  -1.497  0.080
H  -0.862  1.294  0.723
H  -0.444  1.342  -0.891
H  2.124  0.379  -1.377
H  -0.134  -1.423  -1.441
H  -1.181  -1.521  1.558

As for the net charge: +1. The orbital gap is 12.151 eV.

Atom charges from the Mulliken analysis, given in e for atoms 1 to 8: -1.47, -0.84, 0.53, 0.17, -0.34, -0.56, -0.52, -0.46

(B) is the most stable structure; the next one sits 130.8 kJ/mol above it.